{"formula": "C13H25NO4PS2", "method": "wB97M-V/def2-TZVPD", "spin_multiplicity": 1, "homo_energy_ha": -0.1289, "e_tot_ha": -2003.677172, "homo_lumo_gap_ev": 6.00, "total_charge": -1, "symbols": ["S", "S", "P", "O", "O", "O", "O", "N", "C", "C", "C", "C", "C", "C", "C", "C", "C", "C", "C", "C", "C", "H", "H", "H", "H", "H", "H", "H", "H", "H", "H", "H", "H", "H", "H", "H", "H", "H", "H", "H", "H", "H", "H", "H", "H", "H"], "xyz": [[1.221, 1.627, 2.206], [-3.509, 1.958, -0.861], [2.453, -3.777, -0.996], [-3.490, 0.857, 0.067], [1.005, 2.647, 1.202], [0.444, 1.664, 3.424], [-4.559, 2.062, -1.846], [0.206, -2.026, -0.942], [-1.924, 2.108, -1.682], [2.575, -0.553, 1.530], [-1.103, -1.725, -1.036], [-2.047, 4.119, -0.298], [-0.377, -4.316, -1.333], [0.581, -3.311, -1.097], [-1.652, 3.609, -1.691], [-2.106, -2.665, -1.272], [3.274, 0.095, 2.733], [2.957, 1.584, 2.646], [-3.417, 3.517, 0.036], [1.146, -0.009, 1.476], [-1.722, -3.998, -1.422], [-3.141, -2.359, -1.322], [-1.371, -0.684, -0.910], [2.077, -5.050, -0.329], [-0.034, -5.337, -1.453], [-2.083, 5.208, -0.261], [3.881, -4.131, -0.921], [0.774, 0.074, 0.458], [-1.311, 3.787, 0.429], [4.349, -0.082, 2.721], [3.097, 2.138, 3.571], [2.558, -1.638, 1.580], [2.348, -4.475, -2.317], [-2.265, 4.091, -2.458], [3.096, -0.291, 0.609], [2.511, -3.102, 0.331], [-0.607, 3.816, -1.914], [-1.999, 1.657, -2.668], [-3.542, 3.304, 1.095], [2.776, -2.491, -1.650], [-4.238, 4.136, -0.322], [2.877, -0.314, 3.666], [0.451, -0.599, 2.070], [-1.192, 1.574, -1.078], [3.506, 2.061, 1.834], [-2.470, -4.760, -1.606]], "atomic_forces_ev_per_a": [[0.093, -0.089, -0.054], [0.148, 0.025, 0.090], [0.094, -0.001, -0.028], [-0.114, -0.046, -0.074], [-0.161, 0.124, -0.045], [-0.087, 0.064, 0.038], [-0.051, -0.038, -0.025], [-0.373, -0.287, -0.106], [0.091, 0.121, -0.040], [0.005, 0.087, 0.086], [0.164, -0.673, -0.068], [-0.049, -0.008, -0.052], [0.016, 0.434, -0.013], [-0.407, 0.038, -0.024], [-0.056, 0.026, 0.001], [0.545, 0.110, 0.089], [-0.082, -0.008, -0.057], [0.145, -0.082, 0.038], [0.103, 0.172, 0.062], [0.066, 0.000, -0.053], [0.200, 0.265, 0.056], [-0.064, 0.052, -0.010], [-0.041, 0.111, 0.087], [-0.044, 0.006, -0.018], [0.066, -0.056, 0.013], [-0.001, -0.006, -0.005], [-0.043, 0.008, 0.060], [-0.033, -0.051, 0.003], [0.130, -0.073, 0.064], [0.012, -0.020, -0.001], [-0.082, 0.042, -0.011], [0.038, 0.007, -0.057], [-0.083, 0.111, 0.055], [0.003, -0.014, -0.008], [0.020, -0.021, -0.018], [0.022, -0.120, -0.062], [0.011, -0.013, 0.024], [-0.055, -0.061, 0.029], [-0.042, -0.048, -0.006], [-0.020, -0.020, 0.011], [-0.032, -0.062, -0.039], [0.002, 0.014, 0.016], [-0.024, 0.047, 0.047], [0.014, 0.003, 0.035], [-0.018, 0.007, -0.018], [-0.026, -0.079, -0.009]], "nbo_charge": [2.16, 2.17, 0.47, -0.94, -0.98, -0.96, -0.96, -0.49, -0.67, -0.41, 0.02, -0.41, -0.28, -0.01, -0.40, -0.30, -0.41, -0.67, -0.67, -0.67, -0.20, 0.21, 0.17, -0.20, 0.21, 0.21, -0.17, 0.28, 0.24, 0.22, 0.24, 0.27, -0.20, 0.20, 0.22, -0.22, 0.23, 0.26, 0.25, -0.18, 0.24, 0.21, 0.25, 0.25, 0.23, 0.19]}

---

{"formula": "CH5IP2", "method": "wB97M-V/def2-TZVPD", "spin_multiplicity": 1, "relative_energy_kcal_mol": 53.0, "homo_energy_ha": [-0.3380, -0.2732], "e_tot_ha": -1021.351583, "homo_lumo_gap_ev": [8.97, 4.12], "total_charge": 0, "symbols": ["I", "P", "P", "C", "H", "H", "H", "H", "H"], "xyz": [[4.605, 0.668, -1.994], [-1.617, 0.174, 1.591], [0.577, 0.488, -0.483], [-0.204, -0.532, 0.757], [-2.456, -0.889, 1.271], [0.283, -1.470, 0.939], [-1.774, 0.957, 0.489], [-0.627, 0.819, -1.136], [1.214, -0.216, -1.434]], "atomic_forces_ev_per_a": [[-0.070, 0.017, 0.041], [1.057, -0.567, 1.131], [-0.940, 1.764, 1.667], [1.117, -0.164, -0.912], [-0.674, -0.175, -0.263], [-0.105, -0.347, 0.580], [-1.076, 0.873, -0.744], [0.283, 0.097, -0.495], [0.410, -1.496, -1.005]], "nbo_charge": [-0.02, 0.37, 0.33, -0.82, -0.02, 0.22, -0.04, -0.02, -0.01]}

---

{"formula": "C28H41FeN6OS2Si2", "method": "wB97M-V/def2-TZVPD", "spin_multiplicity": 5, "relative_energy_kcal_mol": 44.6, "homo_energy_ha": [-0.0992, -0.1633], "e_tot_ha": -4134.533969, "homo_lumo_gap_ev": [5.36, 6.26], "total_charge": -1, "symbols": ["Fe", "S", "S", "Si", "Si", "O", "N", "N", "N", "N", "N", "N", "C", "C", "C", "C", "C", "C", "C", "C", "C", "C", "C", "C", "C", "C", "C", "C", "C", "C", "C", "C", "C", "C", "C", "C", "C", "C", "C", "C", "H", "H", "H", "H", "H", "H", "H", "H", "H", "H", "H", "H", "H", "H", "H", "H", "H", "H", "H", "H", "H", "H", "H", "H", "H", "H", "H", "H", "H", "H", "H", "H", "H", "H", "H", "H", "H", "H", "H", "H", "H"], "xyz": [[-0.105, -0.083, 0.439], [-2.954, 1.610, 4.226], [-2.042, -0.710, 2.515], [2.413, -2.331, 0.414], [-3.353, -0.545, -0.940], [0.846, 0.007, 2.716], [-1.634, 1.945, 2.015], [-0.958, 1.623, 0.888], [-0.133, 1.039, -1.576], [0.844, -1.751, -0.092], [-1.739, -1.095, -0.632], [2.861, 1.267, 0.265], [3.365, -1.484, 1.800], [3.195, 1.327, -1.023], [4.195, 3.467, -0.783], [0.679, -3.651, -1.633], [-1.247, -2.202, -1.193], [-0.449, 2.847, -3.673], [0.978, 1.055, 3.665], [-0.084, -4.456, -2.445], [-0.527, 2.330, -1.320], [3.658, -2.262, -1.036], [3.834, 2.412, -1.601], [0.143, -2.530, -0.952], [-4.653, -1.752, -0.249], [-4.626, 1.037, 3.808], [1.562, 2.305, 3.022], [-0.904, 2.617, -0.009], [-3.838, 1.124, -0.218], [-1.448, -4.184, -2.620], [0.023, 0.658, -2.838], [-2.004, -3.091, -2.009], [-3.611, -0.274, -2.811], [2.218, -4.103, 1.096], [3.930, 3.375, 0.574], [3.027, 2.122, 2.555], [3.252, 2.262, 1.069], [-0.130, 1.495, -3.925], [-2.114, 1.005, 2.756], [-0.638, 3.265, -2.387], [4.453, -3.001, -0.904], [-0.556, 3.546, -4.495], [-3.307, 1.942, -0.707], [1.725, -3.894, -1.514], [4.031, 2.423, -2.665], [-5.021, 1.627, 2.983], [-5.252, 1.165, 4.690], [4.161, -2.161, 2.127], [-4.911, 1.272, -0.377], [-0.004, 1.123, -4.932], [3.369, 1.129, 2.847], [-3.055, -2.886, -2.154], [-3.107, 0.652, -3.102], [0.037, -0.509, 2.941], [-3.191, -1.077, -3.419], [-4.571, -0.015, 3.533], [-4.671, -0.176, -3.058], [4.127, -1.276, -1.069], [3.660, 2.856, 3.056], [1.404, -4.646, 0.615], [-2.063, -4.829, -3.235], [1.636, 0.718, 4.479], [-5.662, -1.433, -0.523], [4.706, 4.333, -1.186], [-4.581, -1.769, 0.841], [-4.514, -2.777, -0.601], [0.005, 1.295, 4.097], [0.303, -0.384, -2.981], [-1.307, 3.586, 0.269], [1.513, 3.111, 3.758], [0.373, -5.306, -2.938], [2.726, -1.263, 2.653], [0.925, 2.585, 2.185], [4.251, 4.151, 1.256], [1.993, -4.052, 2.164], [3.134, -4.689, 0.977], [2.941, 0.455, -1.609], [-3.646, 1.190, 0.852], [3.195, -2.439, -2.009], [3.824, -0.558, 1.459], [-0.907, 4.290, -2.160]], "atomic_forces_ev_per_a": [[-1.153, -0.185, -0.469], [-0.163, 0.092, -0.066], [0.195, -0.057, -0.194], [0.793, -0.408, 0.194], [-1.105, 0.418, -0.045], [0.122, -0.133, -0.323], [-0.262, 0.622, 0.499], [0.303, -0.317, -0.204], [0.142, -0.020, 0.628], [-0.069, 0.002, 0.021], [0.960, -0.213, -0.032], [0.091, 0.050, 0.039], [-0.221, 0.115, -0.070], [-0.268, 0.133, 0.169], [0.034, -0.015, 0.128], [0.008, -0.318, -0.265], [-0.283, 0.367, 0.193], [0.005, 0.007, 0.082], [0.090, 0.278, 0.055], [0.240, 0.079, 0.155], [0.143, -0.004, -0.161], [-0.244, -0.080, 0.062], [0.001, -0.022, -0.114], [0.282, 0.316, 0.271], [0.292, -0.007, -0.166], [0.274, 0.023, 0.060], [0.113, -0.295, -0.067], [-0.180, 0.029, 0.248], [0.277, -0.176, 0.066], [-0.266, 0.154, 0.031], [0.280, -0.140, -0.058], [-0.079, -0.291, -0.214], [0.218, -0.215, 0.206], [-0.104, 0.173, -0.225], [-0.015, 0.024, -0.142], [-0.306, 0.029, -0.110], [0.151, 0.030, 0.072], [0.016, 0.027, -0.035], [0.158, -0.060, -0.052], [0.035, -0.016, -0.036], [0.000, 0.000, 0.034], [-0.002, 0.002, -0.001], [-0.013, 0.006, -0.002], [-0.031, -0.012, -0.018], [0.038, -0.023, 0.023], [-0.056, -0.032, -0.002], [-0.006, -0.006, 0.006], [-0.046, -0.126, -0.107], [-0.017, -0.093, -0.091], [0.009, -0.036, 0.024], [0.046, -0.015, 0.019], [0.019, -0.034, -0.017], [0.006, 0.012, 0.011], [-0.024, 0.104, -0.032], [-0.037, 0.037, -0.047], [-0.075, -0.008, 0.016], [-0.021, 0.018, 0.062], [0.010, -0.070, 0.072], [0.066, -0.049, 0.021], [0.025, -0.043, 0.051], [0.016, 0.001, -0.015], [-0.002, 0.011, -0.009], [0.015, 0.050, -0.021], [-0.025, 0.013, -0.009], [0.041, 0.054, 0.000], [-0.045, 0.007, 0.034], [-0.001, -0.038, 0.027], [-0.047, 0.021, 0.016], [-0.009, -0.005, -0.014], [-0.042, 0.022, -0.009], [0.000, 0.001, -0.008], [0.016, 0.004, 0.031], [-0.039, 0.060, -0.005], [-0.038, 0.030, -0.003], [0.019, 0.061, 0.009], [0.030, 0.043, 0.000], [-0.216, 0.053, -0.148], [-0.056, 0.002, -0.061], [0.031, 0.019, -0.001], [-0.040, -0.036, 0.036], [-0.001, 0.000, -0.004]], "mulliken_spin": [2.00, 0.01, 0.08, 0.00, -0.01, 0.04, -0.10, 0.16, 0.11, 0.20, 0.35, 0.00, 0.00, 0.02, 0.00, -0.05, 0.08, 0.00, 0.00, 0.11, 0.05, 0.01, 0.00, 0.18, 0.01, 0.01, 0.01, 0.30, 0.02, 0.01, -0.03, 0.07, 0.02, 0.01, 0.00, -0.01, 0.01, 0.17, 0.12, 0.06, 0.00, 0.00, -0.01, -0.02, 0.00, 0.00, 0.00, 0.00, 0.00, 0.01, 0.00, -0.01, 0.00, 0.00, 0.00, 0.00, 0.00, 0.00, 0.00, 0.00, 0.01, 0.00, 0.00, 0.00, 0.00, 0.00, 0.00, 0.00, -0.01, 0.00, 0.01, 0.00, 0.00, 0.00, 0.00, 0.00, 0.00, -0.01, 0.00, 0.00, 0.00]}

---

{"formula": "C23H29CoNO5Si", "method": "wB97M-V/def2-TZVPD", "spin_multiplicity": 2, "homo_energy_ha": [-0.3220, -0.3128], "e_tot_ha": -2997.035951, "homo_lumo_gap_ev": [8.10, 8.93], "total_charge": 0, "symbols": ["Co", "Si", "O", "O", "O", "O", "O", "N", "C", "C", "C", "C", "C", "C", "C", "C", "C", "C", "C", "C", "C", "C", "C", "C", "C", "C", "C", "C", "C", "C", "C", "H", "H", "H", "H", "H", "H", "H", "H", "H", "H", "H", "H", "H", "H", "H", "H", "H", "H", "H", "H", "H", "H", "H", "H", "H", "H", "H", "H", "H"], "xyz": [[0.972, 0.640, -1.534], [-0.855, -1.252, -0.053], [3.225, -0.450, -2.980], [0.219, 1.581, -2.983], [2.682, -0.003, -0.811], [2.438, 2.733, -1.881], [0.324, 2.934, -4.768], [0.103, 1.324, 0.353], [-4.717, -2.028, -1.335], [1.029, 1.149, 1.526], [-2.884, -3.232, 0.369], [3.454, 1.812, -2.233], [1.371, 2.465, 2.209], [1.154, -3.096, 0.793], [0.551, -2.880, 3.493], [0.132, -2.228, 1.191], [-4.124, -3.823, 0.153], [-0.221, 2.753, 0.123], [-5.040, -3.222, -0.699], [-1.130, 0.509, 0.535], [0.697, 2.569, -3.676], [0.001, -1.085, -1.688], [-3.478, -1.442, -1.116], [-0.157, -2.138, 2.557], [0.105, 3.235, 2.584], [1.867, -3.842, 1.725], [-0.805, 3.437, 1.348], [2.955, 0.408, -1.974], [1.804, 3.369, -2.996], [-2.540, -2.031, -0.258], [1.567, -3.733, 3.076], [0.311, -2.795, 4.546], [1.347, 4.276, -2.604], [1.936, 0.641, 1.207], [-0.682, -0.917, -2.524], [-4.375, -4.754, 0.648], [-0.953, -1.482, 2.900], [-0.907, 2.803, -0.722], [-0.431, 2.668, 3.349], [-3.239, -0.513, -1.630], [2.544, 3.656, -3.742], [0.697, 3.249, -0.190], [-1.503, 0.556, 1.568], [1.402, -3.194, -0.258], [-5.428, -1.558, -2.003], [0.367, 4.193, 3.034], [2.657, -4.507, 1.398], [1.964, 2.239, 3.096], [-1.803, 3.041, 1.542], [2.122, -4.312, 3.805], [-1.924, 0.919, -0.100], [0.536, 0.499, 2.252], [4.307, 1.978, -1.574], [2.992, -1.339, -2.670], [0.708, -1.875, -1.951], [3.764, 1.921, -3.271], [-6.003, -3.684, -0.874], [-2.176, -3.711, 1.038], [2.007, 3.071, 1.556], [-0.935, 4.496, 1.119]], "atomic_forces_ev_per_a": [[-0.291, 1.068, 0.061], [-0.059, -0.148, -0.190], [0.040, -0.057, 0.065], [-0.450, -0.160, -0.485], [0.288, -0.123, -0.146], [-0.205, -0.086, 0.013], [-0.103, 0.038, -0.032], [0.081, -0.267, 0.088], [0.055, -0.015, 0.045], [-0.126, 0.077, -0.026], [-0.080, 0.070, -0.024], [-0.089, 0.026, 0.029], [0.015, 0.079, -0.059], [-0.017, 0.043, 0.139], [0.001, 0.004, -0.037], [0.236, -0.160, 0.061], [0.039, 0.041, -0.005], [0.036, -0.075, -0.037], [0.022, 0.029, -0.015], [-0.037, 0.245, 0.073], [0.028, -0.417, 0.318], [0.415, 0.449, -0.121], [-0.042, -0.052, 0.048], [0.028, -0.078, -0.009], [-0.015, -0.050, -0.063], [-0.063, 0.052, -0.010], [0.003, -0.038, 0.121], [0.139, -0.656, 0.248], [0.182, 0.158, 0.091], [-0.157, -0.182, -0.002], [-0.014, 0.012, -0.019], [0.008, -0.006, -0.029], [0.001, 0.067, 0.034], [-0.001, -0.028, -0.056], [0.029, -0.051, 0.010], [0.009, 0.020, -0.013], [0.032, -0.029, -0.013], [-0.003, -0.029, -0.019], [-0.001, 0.007, 0.005], [-0.004, -0.070, 0.020], [0.043, 0.022, -0.004], [0.009, 0.009, -0.007], [0.004, 0.087, -0.069], [-0.015, 0.015, 0.056], [0.009, -0.009, 0.007], [-0.001, 0.000, 0.001], [-0.023, 0.019, 0.008], [-0.001, 0.018, 0.010], [-0.001, 0.022, 0.009], [-0.018, 0.020, -0.023], [0.093, 0.030, 0.001], [-0.012, 0.008, 0.006], [0.070, 0.028, -0.008], [0.032, 0.031, -0.040], [-0.083, -0.039, 0.018], [-0.027, 0.002, -0.047], [0.015, 0.016, 0.009], [-0.031, 0.013, -0.045], [-0.004, -0.017, 0.044], [0.013, 0.013, 0.013]], "mulliken_spin": [1.33, 0.07, -0.01, 0.00, -0.03, 0.00, 0.01, 0.02, 0.00, -0.01, 0.00, 0.00, 0.00, 0.00, 0.00, -0.01, 0.00, 0.01, 0.00, 0.00, 0.00, -0.33, 0.00, 0.00, 0.00, 0.00, 0.00, -0.03, 0.00, -0.01, 0.00, 0.00, 0.00, 0.00, -0.01, 0.00, 0.00, 0.00, 0.00, 0.00, 0.00, 0.00, 0.00, 0.00, 0.00, 0.00, 0.00, 0.00, 0.00, 0.00, 0.00, 0.00, 0.00, 0.00, 0.01, 0.00, 0.00, 0.00, 0.00, 0.00]}

---

{"formula": "C3H7ClSi", "method": "wB97M-V/def2-TZVPD", "spin_multiplicity": 1, "relative_energy_kcal_mol": 55.0, "homo_energy_ha": -0.3295, "e_tot_ha": -868.097635, "homo_lumo_gap_ev": 7.99, "total_charge": 0, "symbols": ["Cl", "Si", "C", "C", "C", "H", "H", "H", "H", "H", "H", "H"], "xyz": [[4.678, 1.003, -0.765], [3.531, -0.618, -0.160], [-0.372, 0.647, 0.842], [-1.284, 0.141, -0.254], [-2.318, -0.710, -0.087], [0.325, -0.279, 0.884], [2.990, -0.956, -1.378], [0.083, 1.448, 0.438], [-1.023, 0.753, 1.644], [-0.936, 0.587, -1.135], [-2.731, -0.974, 0.837], [-2.942, -1.043, -0.868]], "atomic_forces_ev_per_a": [[-0.039, 0.028, -0.210], [1.089, 0.490, 3.094], [-0.773, -5.479, -1.233], [-1.152, -0.923, 1.342], [1.378, 1.894, -1.056], [-0.555, 1.844, 0.799], [-1.074, -0.518, -2.871], [1.812, 2.981, -0.443], [-0.189, 0.536, 2.149], [-0.272, -0.245, -1.999], [0.099, -0.403, 1.657], [-0.322, -0.208, -1.229]], "nbo_charge": [-0.45, 0.78, -0.64, -0.14, -0.43, 0.22, -0.33, 0.21, 0.22, 0.19, 0.19, 0.19]}

---

The records above give, respectively, max |F| values of 0.7; 2.6; 1.3; 1.1; 5.7 eV/A.